ORCA calculation (the ωB97M-V functional and the def2-TZVPD basis) on C6H11N in the gas phase in a non-equilibrium geometry.

```
! RIJCOSX wB97M-V def2-TZVPD def2/J DEFGRID3
* xyz 0 1
C 0.481 -1.109 1.421
C 1.429 -1.647 0.669
N 2.038 -2.914 0.931
C -0.331 0.128 1.095
C -0.341 0.633 -0.332
C -1.370 1.370 -0.757
C -1.412 2.327 -1.899
H 0.186 -1.553 2.368
H 1.724 -1.033 -0.178
H 2.882 -2.801 1.486
H 2.374 -3.272 0.042
H -0.057 0.899 1.814
H -1.369 -0.198 1.205
H 0.404 0.265 -1.036
H -2.313 1.148 -0.253
H -1.708 3.298 -1.505
H -0.469 2.450 -2.427
H -2.147 2.007 -2.643
*
```

- SMILES: C/C=C/C/C=C/N
- Relative energy (zero: lowest compared OMol25 entry of this formula, charge and spin): 203.0 kJ/mol
- Frontier orbital gap: 9.752 eV
- LUMO energy: 1.142 eV
- Max |F|: 1.57 eV/A